{
  "formula": "C42H108N6O15",
  "method": "ωB97M-V with the def2-TZVPD basis set",
  "smiles": "COCCNCCOC.COCCNCCOC.COCCNCCOC.COCCNCCOC.COCCNCCOC.COCCNCCOC.CCO.CCO.CCO",
  "multiplicity": 1,
  "e_tot_ha": -3121.737056,
  "species": ["C", "O", "C", "C", "N", "C", "C", "O", "C", "H", "H", "H", "H", "H", "H", "H", "H", "H", "H", "H", "H", "H", "H", "H", "C", "O", "C", "C", "N", "C", "C", "O", "C", "H", "H", "H", "H", "H", "H", "H", "H", "H", "H", "H", "H", "H", "H", "H", "C", "O", "C", "C", "N", "C", "C", "O", "C", "H", "H", "H", "H", "H", "H", "H", "H", "H", "H", "H", "H", "H", "H", "H", "C", "O", "C", "C", "N", "C", "C", "O", "C", "H", "H", "H", "H", "H", "H", "H", "H", "H", "H", "H", "H", "H", "H", "H", "C", "O", "C", "C", "N", "C", "C", "O", "C", "H", "H", "H", "H", "H", "H", "H", "H", "H", "H", "H", "H", "H", "H", "H", "C", "O", "C", "C", "N", "C", "C", "O", "C", "H", "H", "H", "H", "H", "H", "H", "H", "H", "H", "H", "H", "H", "H", "H", "C", "C", "O", "H", "H", "H", "H", "H", "H", "C", "C", "O", "H", "H", "H", "H", "H", "H", "C", "C", "O", "H", "H", "H", "H", "H", "H"],
  "positions_angstrom": [[3.271, 1.613, -0.627], [4.645, 1.378, -0.544], [5.145, 1.520, 0.794], [6.663, 1.361, 0.737], [7.248, 2.540, 0.100], [8.700, 2.551, 0.230], [9.253, 3.836, -0.369], [10.660, 3.778, -0.505], [11.389, 4.860, 0.031], [3.015, 2.676, -0.568], [2.573, 1.051, 0.012], [2.967, 1.195, -1.593], [4.678, 0.820, 1.490], [4.894, 2.556, 1.043], [6.815, 0.460, 0.128], [7.015, 1.156, 1.746], [6.994, 2.489, -0.878], [9.053, 1.661, -0.306], [9.084, 2.555, 1.250], [8.925, 4.731, 0.178], [8.868, 4.112, -1.361], [11.281, 5.783, -0.551], [12.440, 4.591, 0.056], [10.981, 5.085, 1.022], [-8.922, -3.361, -7.089], [-7.826, -2.465, -7.087], [-6.608, -3.075, -6.713], [-6.360, -3.251, -5.236], [-6.487, -2.046, -4.467], [-6.583, -2.274, -3.022], [-6.494, -0.986, -2.272], [-5.125, -0.577, -2.356], [-4.922, 0.732, -1.861], [-9.178, -3.494, -6.028], [-8.763, -4.332, -7.562], [-9.796, -2.877, -7.524], [-5.823, -2.529, -7.246], [-6.555, -4.053, -7.214], [-5.435, -3.815, -5.028], [-7.139, -3.926, -4.852], [-5.771, -1.360, -4.669], [-5.741, -2.928, -2.758], [-7.534, -2.770, -2.812], [-6.834, -1.168, -1.249], [-7.160, -0.302, -2.810], [-3.884, 1.030, -2.013], [-5.221, 0.826, -0.813], [-5.509, 1.434, -2.468], [-2.879, -2.685, -3.327], [-2.188, -3.819, -2.845], [-1.256, -3.733, -1.793], [-1.969, -3.688, -0.462], [-1.021, -3.834, 0.598], [-1.574, -4.013, 1.915], [-0.584, -3.877, 3.049], [0.491, -4.777, 2.927], [1.342, -4.981, 4.030], [-3.670, -2.416, -2.624], [-3.214, -3.013, -4.310], [-2.362, -1.729, -3.483], [-0.456, -2.999, -1.967], [-0.602, -4.600, -1.971], [-2.866, -4.332, -0.466], [-2.554, -2.761, -0.319], [-0.379, -4.611, 0.458], [-2.166, -4.911, 2.146], [-2.219, -3.137, 2.062], [-0.979, -4.037, 4.064], [-0.323, -2.812, 3.173], [2.363, -5.066, 3.661], [1.132, -5.936, 4.529], [1.161, -4.201, 4.774], [-6.100, -4.379, 0.334], [-6.392, -3.029, 0.725], [-5.296, -2.184, 0.974], [-5.798, -1.037, 1.828], [-4.820, 0.063, 1.854], [-5.199, 1.171, 2.691], [-4.044, 2.151, 2.889], [-2.775, 1.543, 3.106], [-2.734, 0.835, 4.347], [-5.038, -4.508, 0.107], [-6.658, -4.444, -0.600], [-6.342, -5.097, 1.116], [-4.907, -1.700, 0.066], [-4.502, -2.749, 1.476], [-5.964, -1.297, 2.877], [-6.694, -0.666, 1.328], [-3.853, -0.202, 1.975], [-5.736, 0.839, 3.591], [-5.941, 1.813, 2.193], [-4.242, 2.903, 3.660], [-3.825, 2.654, 1.942], [-2.942, 1.558, 5.144], [-1.697, 0.536, 4.481], [-3.430, 0.001, 4.440], [0.771, 3.101, 2.730], [0.657, 4.113, 3.720], [0.689, 5.459, 3.284], [1.137, 6.292, 4.467], [1.138, 7.698, 4.114], [1.493, 8.657, 5.125], [1.123, 10.082, 4.754], [1.180, 10.949, 5.853], [0.771, 12.251, 5.508], [0.069, 2.323, 3.027], [1.799, 2.741, 2.661], [0.482, 3.436, 1.729], [-0.288, 5.734, 2.877], [1.407, 5.599, 2.467], [2.106, 5.950, 4.861], [0.569, 6.177, 5.398], [1.335, 7.917, 3.153], [2.543, 8.689, 5.456], [0.966, 8.344, 6.033], [0.110, 10.008, 4.334], [1.815, 10.449, 3.985], [1.134, 12.982, 6.222], [-0.316, 12.300, 5.376], [1.177, 12.515, 4.522], [7.032, -9.468, 0.202], [5.846, -8.861, 0.622], [5.740, -7.523, 0.239], [4.280, -7.060, 0.447], [4.173, -5.635, 0.228], [2.833, -5.058, 0.459], [2.830, -3.567, 0.196], [3.387, -3.396, -1.092], [3.023, -2.284, -1.869], [7.913, -9.123, 0.757], [7.238, -9.228, -0.853], [6.955, -10.554, 0.207], [5.954, -7.327, -0.821], [6.438, -6.917, 0.832], [3.994, -7.411, 1.439], [3.753, -7.682, -0.291], [4.415, -5.434, -0.735], [2.598, -5.308, 1.490], [2.176, -5.570, -0.254], [3.396, -2.989, 0.930], [1.786, -3.235, 0.224], [1.927, -2.238, -1.896], [3.380, -2.347, -2.894], [3.357, -1.332, -1.442], [-0.645, 1.205, -1.419], [-0.896, 0.217, -0.293], [-0.183, -0.974, -0.594], [-1.090, 2.174, -1.167], [-1.139, 0.944, -2.355], [0.422, 1.360, -1.570], [-1.974, 0.036, -0.215], [-0.585, 0.603, 0.682], [-0.630, -1.783, -0.335], [-1.233, 6.144, -1.522], [-0.872, 5.320, -0.311], [0.455, 4.823, -0.527], [-1.953, 6.944, -1.335], [-1.682, 5.485, -2.269], [-0.331, 6.607, -1.921], [-1.615, 4.560, -0.070], [-0.876, 5.984, 0.567], [0.946, 5.632, -0.699], [0.270, -1.196, -4.540], [1.594, -1.171, -5.310], [1.843, 0.140, -5.832], [0.290, -0.690, -3.580], [0.115, -2.263, -4.337], [-0.610, -0.905, -5.117], [1.823, -1.933, -6.054], [2.281, -1.317, -4.464], [2.796, 0.233, -5.918]]
}

=====

{
  "formula": "C42H109N3O24S8",
  "method": "ωB97M-V with the def2-TZVPD basis set",
  "smiles": "CCOS(C)(=O)=O.CCOS(C)(=O)=O.CCOS(C)(=O)=O.CCOS(C)(=O)=O.CCOS(C)(=O)=O.CCOS(C)(=O)=O.CCOS(C)(=O)=O.CCOS(C)(=O)=O.CCN(CC)CC.CCN(CC)CC.CCN(CC)CC",
  "multiplicity": 1,
  "e_tot_ha": -6821.031160,
  "species": ["C", "C", "O", "S", "C", "O", "O", "H", "H", "H", "H", "H", "H", "H", "H", "C", "C", "O", "S", "C", "O", "O", "H", "H", "H", "H", "H", "H", "H", "H", "C", "C", "O", "S", "C", "O", "O", "H", "H", "H", "H", "H", "H", "H", "H", "C", "C", "O", "S", "C", "O", "O", "H", "H", "H", "H", "H", "H", "H", "H", "C", "C", "O", "S", "C", "O", "O", "H", "H", "H", "H", "H", "H", "H", "H", "C", "C", "O", "S", "C", "O", "O", "H", "H", "H", "H", "H", "H", "H", "H", "C", "C", "O", "S", "C", "O", "O", "H", "H", "H", "H", "H", "H", "H", "H", "C", "C", "O", "S", "C", "O", "O", "H", "H", "H", "H", "H", "H", "H", "H", "C", "C", "N", "C", "C", "C", "C", "H", "H", "H", "H", "H", "H", "H", "H", "H", "H", "H", "H", "H", "H", "H", "C", "C", "N", "C", "C", "C", "C", "H", "H", "H", "H", "H", "H", "H", "H", "H", "H", "H", "H", "H", "H", "H", "C", "C", "N", "C", "C", "C", "C", "H", "H", "H", "H", "H", "H", "H", "H", "H", "H", "H", "H", "H", "H", "H"],
  "positions_angstrom": [[-1.389, 0.501, 6.300], [-2.671, -0.310, 6.159], [-2.555, -1.613, 6.784], [-3.682, -2.087, 7.832], [-5.146, -2.177, 6.720], [-3.343, -3.425, 8.215], [-3.871, -1.027, 8.791], [-0.593, -0.069, 5.822], [-1.203, 0.611, 7.366], [-1.598, 1.456, 5.819], [-3.494, 0.229, 6.633], [-2.916, -0.591, 5.131], [-4.881, -2.836, 5.896], [-5.239, -1.163, 6.330], [-6.029, -2.493, 7.262], [5.270, -4.081, 0.374], [4.556, -3.978, -0.952], [3.739, -5.153, -1.061], [3.249, -5.523, -2.569], [1.955, -6.707, -2.204], [2.636, -4.330, -3.107], [4.350, -6.201, -3.212], [5.635, -5.076, 0.627], [4.604, -3.786, 1.190], [6.145, -3.430, 0.428], [3.979, -3.054, -1.014], [5.302, -4.012, -1.753], [2.457, -7.605, -1.850], [1.336, -6.902, -3.075], [1.328, -6.308, -1.409], [1.969, 4.307, 0.861], [1.849, 4.631, 2.339], [0.566, 4.091, 2.703], [0.051, 4.265, 4.248], [1.011, 2.927, 4.964], [0.528, 5.535, 4.731], [-1.349, 3.916, 4.250], [2.884, 4.711, 0.429], [1.110, 4.687, 0.304], [1.954, 3.236, 0.657], [2.642, 4.112, 2.888], [1.933, 5.691, 2.574], [2.045, 3.251, 4.867], [0.804, 2.008, 4.425], [0.713, 2.856, 6.009], [-0.589, -3.236, -1.607], [-1.344, -3.938, -2.724], [-1.047, -5.324, -2.508], [-1.938, -6.383, -3.358], [-3.490, -6.271, -2.399], [-2.158, -5.839, -4.670], [-1.312, -7.655, -3.134], [0.471, -3.456, -1.739], [-0.903, -3.699, -0.667], [-0.799, -2.174, -1.508], [-2.424, -3.800, -2.643], [-0.985, -3.613, -3.703], [-3.202, -6.148, -1.359], [-4.063, -7.163, -2.634], [-4.050, -5.372, -2.642], [0.953, 7.985, -2.182], [1.169, 6.691, -2.938], [2.172, 5.903, -2.269], [2.790, 4.650, -3.079], [1.362, 3.536, -3.179], [3.103, 5.118, -4.400], [3.765, 4.017, -2.230], [0.885, 7.862, -1.099], [0.059, 8.492, -2.538], [1.816, 8.645, -2.297], [0.218, 6.158, -2.965], [1.559, 6.924, -3.926], [1.766, 2.574, -3.489], [0.672, 3.959, -3.903], [0.981, 3.455, -2.163], [0.496, -2.492, -5.968], [1.667, -2.281, -5.026], [2.165, -0.941, -5.203], [3.101, -0.364, -4.040], [4.596, -1.332, -4.337], [3.369, 0.998, -4.405], [2.546, -0.697, -2.763], [0.168, -3.531, -5.907], [0.786, -2.323, -7.006], [-0.328, -1.809, -5.763], [1.375, -2.417, -3.987], [2.429, -3.017, -5.287], [4.706, -1.372, -5.418], [4.407, -2.329, -3.945], [5.433, -0.799, -3.897], [-1.399, -3.599, 3.593], [-2.424, -2.861, 2.759], [-2.608, -3.486, 1.494], [-3.933, -3.109, 0.677], [-3.483, -1.461, 0.030], [-4.067, -4.060, -0.406], [-5.032, -2.969, 1.617], [-0.420, -3.555, 3.115], [-1.694, -4.635, 3.756], [-1.282, -3.108, 4.560], [-3.323, -2.723, 3.364], [-2.077, -1.824, 2.649], [-3.565, -0.734, 0.833], [-4.145, -1.194, -0.790], [-2.459, -1.529, -0.330], [-4.837, 2.642, 1.984], [-5.062, 2.189, 3.432], [-6.284, 2.801, 3.859], [-6.823, 2.416, 5.338], [-7.778, 0.929, 4.940], [-5.662, 2.009, 6.094], [-7.701, 3.472, 5.707], [-4.552, 3.695, 1.944], [-5.822, 2.636, 1.513], [-4.074, 2.081, 1.452], [-5.109, 1.097, 3.429], [-4.239, 2.516, 4.065], [-8.606, 1.190, 4.289], [-8.169, 0.538, 5.880], [-7.137, 0.148, 4.536], [-3.830, 0.494, -7.164], [-2.560, 1.144, -6.592], [-1.818, 0.171, -5.763], [-2.636, -0.284, -4.629], [-3.280, 0.761, -3.724], [-0.553, 0.711, -5.269], [0.409, 1.070, -6.404], [-4.682, 0.555, -6.490], [-3.738, -0.542, -7.500], [-4.057, 0.970, -8.123], [-1.864, 1.428, -7.375], [-2.936, 1.999, -6.018], [-3.462, -0.892, -5.008], [-1.984, -0.945, -4.052], [-2.604, 1.606, -3.543], [-4.145, 1.249, -4.175], [-3.497, 0.344, -2.742], [-0.029, -0.054, -4.691], [-0.669, 1.593, -4.623], [0.249, 0.303, -7.164], [1.424, 1.138, -6.020], [0.175, 2.042, -6.842], [-0.169, 0.618, -1.773], [0.070, 0.997, -0.327], [0.175, -0.117, 0.600], [0.133, 0.345, 1.980], [-1.181, 0.994, 2.413], [1.252, -1.026, 0.225], [1.604, -2.075, 1.271], [-1.049, -0.025, -1.865], [0.678, 0.092, -2.214], [-0.367, 1.505, -2.375], [1.047, 1.523, -0.287], [-0.583, 1.812, -0.015], [0.344, -0.480, 2.661], [0.920, 1.106, 2.119], [-1.142, 1.982, 1.960], [-2.100, 0.457, 2.169], [-1.205, 1.089, 3.499], [2.160, -0.442, 0.002], [1.027, -1.544, -0.702], [1.889, -1.579, 2.206], [2.507, -2.648, 1.071], [0.685, -2.622, 1.493], [5.440, 1.254, 4.515], [5.788, 2.038, 3.255], [4.713, 2.187, 2.298], [5.160, 2.736, 1.009], [5.817, 4.094, 1.192], [3.969, 0.925, 2.045], [4.775, -0.226, 1.469], [5.330, 0.173, 4.379], [4.456, 1.538, 4.899], [6.234, 1.421, 5.240], [6.087, 3.010, 3.658], [6.720, 1.624, 2.838], [5.873, 2.071, 0.507], [4.274, 2.827, 0.383], [5.184, 4.780, 1.759], [6.842, 4.099, 1.557], [5.873, 4.561, 0.202], [3.126, 1.251, 1.431], [3.469, 0.657, 2.980], [5.439, -0.656, 2.224], [5.418, 0.085, 0.647], [4.175, -1.064, 1.113]]
}

=====

For the records above, the corresponding max |F| values read 2.3; 2.2 eV/Å.
For the records above, the corresponding energy above the lowest of the compared OMol25 structures with the same formula, charge and spin values read 3.047; 0.000 eV.